Entry 1:
C26H55ClIrN2O3P2 | ωB97M-V with the def2-TZVPD basis set

Element x y z (Å)
Ir: -0.2030 -0.0602 -0.9102
Cl: -0.2530 -0.0061 -3.2971
P: -0.5268 -2.3619 -1.3555
C: 0.4904 -3.1860 -2.7048
C: -0.2563 -3.5670 0.0568
C: -2.2747 -2.6319 -1.9767
C: 1.8924 -2.5817 -2.8294
H: -0.0839 -2.9249 -3.6087
C: 0.5948 -4.7146 -2.6161
H: 1.3356 -5.0312 -1.8685
H: 0.9401 -5.0869 -3.5910
H: -0.3538 -5.2186 -2.4077
H: 1.8546 -1.6109 -3.3314
H: 2.5227 -3.2548 -3.4253
H: 2.3690 -2.4430 -1.8501
H: -2.2213 -2.0827 -2.9337
C: -3.3660 -1.9892 -1.1177
C: -2.6322 -4.0927 -2.2596
H: -2.1162 -4.4835 -3.1419
H: -3.7102 -4.1558 -2.4605
H: -2.4252 -4.7429 -1.3980
H: -3.0148 -1.1636 -0.4896
H: -3.8643 -2.7288 -0.4753
H: -4.1318 -1.5700 -1.7914
C: 1.1595 -3.4082 0.6136
H: -0.3334 -4.5752 -0.3772
C: -1.3234 -3.4581 1.1403
H: 1.9190 -3.8327 -0.0560
H: 1.2400 -3.9287 1.5792
H: 1.4142 -2.3523 0.7838
H: -1.5020 -2.4126 1.4137
H: -0.9807 -3.9731 2.0507
H: -2.2785 -3.9076 0.8398
H: 1.3177 -0.5407 -0.9506
H: -1.7231 0.3826 -1.0316
P: 0.1241 2.2699 -1.3185
C: -1.0265 3.1345 -2.5166
C: 0.0420 3.4369 0.1495
C: 1.8014 2.5285 -2.0906
C: -2.4295 2.5215 -2.5124
H: -0.5491 2.9134 -3.4854
C: -1.1252 4.6558 -2.3493
H: -1.7809 4.9311 -1.5128
H: -1.5769 5.0648 -3.2636
H: -0.1596 5.1549 -2.2230
H: -2.4280 1.5438 -3.0023
H: -3.1127 3.1827 -3.0618
H: -2.8171 2.3938 -1.4924
H: 1.6552 2.0203 -3.0595
C: 2.9228 1.8053 -1.3361
C: 2.1478 3.9954 -2.3494
H: 1.5276 4.4274 -3.1416
H: 3.1915 4.0557 -2.6842
H: 2.0596 4.6119 -1.4439
H: 2.5537 1.0931 -0.5848
H: 3.5975 2.5143 -0.8376
H: 3.5195 1.2300 -2.0583
C: -1.3304 3.3279 0.8115
H: 0.1242 4.4550 -0.2572
C: 1.2119 3.2475 1.1057
H: -2.0882 3.9254 0.2867
H: -1.2853 3.6942 1.8464
H: -1.7005 2.2920 0.8352
H: 1.3793 2.1888 1.3383
H: 1.0156 3.7790 2.0476
H: 2.1480 3.6414 0.6871
C: -0.5594 2.0201 4.1914
C: 0.7490 1.2696 4.0901
C: 0.6963 -0.1566 3.4761
C: 1.8872 -0.9908 3.9886
C: 3.2399 -0.3213 3.8869
C: -0.5736 -0.9274 3.8271
O: -0.6856 -1.7368 4.7305
N: -1.6691 -0.6415 3.0093
C: -1.6093 -0.0663 1.7306
O: -2.6329 0.3764 1.2109
N: -0.3427 -0.0914 1.1470
C: 0.7814 -0.1172 1.9270
O: 1.9061 -0.1046 1.3768
H: -1.0603 2.0966 3.2164
H: -0.3662 3.0392 4.5554
H: -1.2354 1.5461 4.9125
H: 1.4853 1.8492 3.5108
H: 1.1696 1.1704 5.0996
H: 1.6839 -1.2838 5.0240
H: 1.9126 -1.9313 3.4133
H: 3.2951 0.6148 4.4536
H: 3.9974 -1.0057 4.2776
H: 3.4402 -0.1153 2.8336
H: -2.5964 -0.8329 3.3620

- energy relative to the best compared isomer or geometry (same formula, charge and spin) (kJ/mol) = 0.0
- 2S+1 = 5
- LUMO level (spin up / spin down) (eV) = 2.63 / 0.91
- net charge = -1
- expectation value of S² = 6.03


Entry 2:
C4H11N3 | ωB97M-V with the def2-TZVPD basis set

Element x y z (Å)
C: -2.5297 0.5046 0.9077
C: -2.3960 0.5234 -0.4704
N: -2.2435 -0.5742 -1.1877
H: -2.4665 -0.4161 1.4748
H: -2.8039 1.4237 1.3967
H: -2.3833 1.4662 -1.0048
H: -1.6036 -1.2867 -0.8429
H: -2.1610 -0.4649 -2.1925
C: 1.5332 0.3042 0.5844
C: 2.3058 -0.4518 -0.1874
N: 3.1877 -1.4022 0.4016
N: 0.5552 1.1782 0.0208
H: 1.6642 0.2718 1.6624
H: 2.2144 -0.3742 -1.2705
H: 4.0453 -1.4190 -0.1451
H: 2.7919 -2.3236 0.2261
H: 0.6828 2.1318 0.3441
H: -0.3931 0.9088 0.2825

- energy relative to the best compared isomer or geometry (same formula, charge and spin) (kJ/mol) = 250.3
- 2S+1 = 2
- LUMO level (spin up / spin down) (eV) = -4.19 / -7.95
- net charge = +1
- expectation value of S² = 0.76


Entry 3:
C3H6N2O2S | ωB97M-V with the def2-TZVPD basis set

Element x y z (Å)
C: 0.3807 -0.8233 0.3350
C: 1.5564 0.1419 0.3263
C: -0.8691 -0.0571 -0.0018
N: 1.0169 1.5023 0.0240
N: -2.1591 -0.4697 0.0863
O: -3.0296 0.4077 0.0818
O: -2.4930 -1.6315 0.1665
S: -0.5842 1.5874 0.3173
H: 0.5468 -1.6418 -0.2917
H: 0.2766 -1.1539 1.3050
H: 2.0075 0.2485 1.2024
H: 2.4567 -0.0746 -0.4095
H: -0.4029 0.0152 -2.2430
H: 1.2962 1.9489 -0.8985

- energy relative to the best compared isomer or geometry (same formula, charge and spin) (kJ/mol) = 876.9
- LUMO level (spin up / spin down) (eV) = -1.33 / -1.76


Entry 4:
C4H6N2O | ωB97M-V with the def2-TZVPD basis set

Element x y z (Å)
C: 2.2911 0.4191 -0.2939
O: 1.4446 -0.5942 0.2389
C: 0.1225 -0.3464 0.1641
C: -0.9017 -1.2510 0.3768
N: -2.0407 -0.4636 0.3515
C: -1.6733 0.7895 0.0480
N: -0.3662 0.9035 -0.0710
H: 2.1014 0.5365 -1.3649
H: 3.3160 0.0783 -0.1311
H: 2.1425 1.3878 0.1947
H: -1.1010 -2.2202 -0.0329
H: -2.9305 -0.7895 0.6950
H: -2.4046 1.5503 -0.1753

- SMILES string = COc1c[nH]cn1
- energy relative to the best compared isomer or geometry (same formula, charge and spin) (kJ/mol) = 148.6
- LUMO level (eV) = 0.97


Entry 5:
C4H12N3O | ωB97M-V with the def2-TZVPD basis set

Element x y z (Å)
C: 0.8053 0.1537 -1.6435
C: 0.0051 0.3290 -2.6963
N: -0.2475 -0.5771 -3.6796
N: 1.0845 1.2883 -0.7560
H: 1.2824 -0.7699 -1.3542
H: -0.4379 1.3087 -2.8564
H: -1.1275 -0.5067 -4.1627
H: 0.0963 -1.5162 -3.5567
H: 2.0474 1.6176 -0.8401
H: 0.9101 1.0632 0.2591
H: 0.4801 2.0747 -0.9921
C: 0.2830 0.4732 2.9046
N: -0.5444 -0.5616 3.0274
C: -1.1526 -1.2209 1.8825
O: 0.6603 0.9431 1.8338
H: 0.6230 0.8867 3.8621
H: -0.8530 -0.7877 3.9602
H: -1.8942 -0.5750 1.4098
H: -1.6462 -2.1300 2.2249
H: -0.3742 -1.4934 1.1732

- energy relative to the best compared isomer or geometry (same formula, charge and spin) (kJ/mol) = 67.6
- LUMO level (eV) = -2.62
- net charge = +1


Entry 6:
C8H16FNO2S | ωB97M-V with the def2-TZVPD basis set

Element x y z (Å)
C: 1.3176 0.3011 1.4524
C: 1.5718 0.4886 2.7613
S: 2.2329 -0.7859 3.7569
O: 3.6445 -0.6320 3.9517
O: 1.6565 -2.0518 3.4173
F: 1.5726 -0.3767 5.1932
H: 1.1293 1.1864 0.8550
H: 1.3367 -0.6777 0.9756
H: 1.4487 1.4348 3.2908
C: 1.5241 0.0010 -1.5895
N: 0.2439 0.0710 -0.9098
C: -0.4824 -1.1897 -0.8863
C: -1.9101 -1.1923 -1.4464
C: -2.6917 0.0785 -1.1411
C: -1.9057 1.3286 -1.5174
C: -0.4674 1.3398 -0.9845
H: 1.8191 0.9893 -1.9652
H: 2.2904 -0.3441 -0.8859
H: 1.5012 -0.7264 -2.4188
H: 0.1280 -1.9204 -1.4404
H: -0.4934 -1.5238 0.1639
H: -1.8410 -1.3267 -2.5320
H: -2.4209 -2.0744 -1.0463
H: -3.6291 0.0652 -1.7047
H: -2.9519 0.1021 -0.0782
H: -1.8634 1.4307 -2.6065
H: -2.4052 2.2228 -1.1279
H: -0.5067 1.7484 0.0386
H: 0.1516 2.0335 -1.5759

- SMILES string = C=CS(=O)(=O)F.CN1CCCCC1
- energy relative to the best compared isomer or geometry (same formula, charge and spin) (kJ/mol) = 64.6
- LUMO level (eV) = 0.48


Entry 7:
C26H59B2NO10Pt2S4 | ωB97M-V with the def2-TZVPD basis set

Element x y z (Å)
Pt: -0.9541 -2.9314 -0.4161
Pt: 2.3805 -3.2352 -0.9496
B: -1.9216 -2.7588 -2.4872
H: -2.7879 -3.2231 -1.7298
H: -1.7107 -1.6125 -2.1365
H: -0.8770 -3.3976 -2.3453
H: -2.2200 -2.9227 -3.6303
B: 2.4194 -3.7548 -3.2363
H: 2.0739 -3.8115 -4.3818
H: 2.8753 -4.7922 -2.7771
H: 3.2498 -2.8678 -3.1821
H: 1.4152 -3.3992 -2.6151
C: 1.6728 -6.5694 -0.5565
C: 0.7771 -5.6349 0.2333
C: 1.0719 -5.7241 1.7219
O: 0.7406 -4.3313 -0.2766
H: 1.5082 -7.6200 -0.3060
H: 2.7409 -6.3411 -0.4647
H: 1.4580 -6.5350 -1.6289
H: -0.2322 -6.0524 0.0712
H: 2.0633 -5.3097 1.9272
H: 1.1099 -6.7805 1.9937
H: 0.3230 -5.1945 2.3024
C: 0.5363 0.7258 -1.5850
C: 0.9954 -0.3283 -0.5758
C: 0.4742 -0.0569 0.8152
O: 0.8469 -1.6242 -0.9925
H: 1.0344 0.6657 -2.5535
H: 0.7547 1.7547 -1.2581
H: -0.5597 0.7394 -1.6805
H: 2.0723 -0.0418 -0.5360
H: -0.6217 0.0018 0.8127
H: 0.8287 0.8784 1.2290
H: 0.7238 -0.9091 1.4494
C: 7.1836 0.1768 -1.8922
C: 6.2143 1.3262 -1.5735
C: 4.8124 0.7660 -1.6075
S: 4.9846 -0.7486 -0.6529
O: 4.0420 -1.7138 -1.1550
O: 4.9676 -0.3426 0.7310
C: 6.6824 -1.0707 -1.1696
H: 8.1350 0.4612 -1.4417
H: 7.3319 0.0128 -2.9557
H: 6.4946 2.2142 -2.1353
H: 6.4111 1.5894 -0.5259
H: 4.5722 0.3925 -2.6098
H: 4.0355 1.4237 -1.2349
H: 6.6204 -1.9418 -1.8245
H: 7.2237 -1.3889 -0.2816
C: -2.1733 6.1661 -2.9095
C: -1.5258 4.8211 -2.6161
C: -1.7826 4.5443 -1.1464
S: -3.4460 5.1373 -0.7814
O: -3.3614 5.9364 0.4097
O: -4.4137 4.0754 -0.9091
C: -3.5835 6.0442 -2.3353
H: -2.2588 6.4088 -3.9686
H: -1.6780 7.0214 -2.4441
H: -0.4542 4.7505 -2.8118
H: -1.9401 3.9888 -3.1917
H: -1.0514 5.0363 -0.5067
H: -1.8924 3.5001 -0.8488
H: -4.1534 6.9690 -2.2264
H: -4.2004 5.4910 -3.0452
C: -6.1439 -0.2643 -0.0175
C: -5.4897 1.1169 0.0974
C: -3.9462 0.9973 0.0674
S: -3.6953 -0.5796 0.8977
O: -3.8775 -0.3786 2.3169
O: -2.5675 -1.3039 0.3756
C: -5.1287 -1.3907 0.1571
H: -6.4929 -0.4058 -1.0455
H: -7.0590 -0.4151 0.5525
H: -5.6813 1.5224 1.0934
H: -5.8387 1.8072 -0.6615
H: -3.4142 1.7603 0.6251
H: -3.6059 0.8741 -0.9611
H: -5.2719 -2.2647 0.7841
H: -4.7005 -1.6125 -0.8199
C: -1.6182 -0.6381 4.8807
C: -1.9798 -2.0513 5.3905
C: -2.0071 -2.9759 4.1976
S: -0.5432 -2.4971 3.2696
O: -0.7684 -2.7483 1.8743
O: 0.6498 -3.0069 3.8947
C: -0.6317 -0.7584 3.7202
H: -1.1883 0.0114 5.6499
H: -2.5084 -0.0465 4.6617
H: -2.9536 -1.9530 5.8675
H: -1.2253 -2.3560 6.1147
H: -2.7795 -2.7100 3.4717
H: -1.9533 -4.0314 4.4450
H: -1.1029 -0.3193 2.8322
H: 0.3299 -0.2682 3.8191
N: 1.8592 5.9017 0.7042
C: 0.7350 5.4822 1.3584
C: 0.9956 4.2431 1.8815
C: 2.2850 3.8586 1.4189
C: 2.8438 4.9462 0.8034
H: 1.8622 6.7561 0.1773
H: -0.1705 6.0663 1.3706
H: 0.2570 3.5634 2.2704
H: 2.6605 2.8499 1.4946
H: 3.8070 5.1657 0.3756

- 2S+1 = 5
- LUMO level (spin up / spin down) (eV) = 0.22 / -0.39
- expectation value of S² = 6.01


Entry 8:
C2H3F3NO | ωB97M-V with the def2-TZVPD basis set

Element x y z (Å)
C: 0.3204 -0.8488 0.7707
C: -2.4739 -0.1787 0.5243
N: 0.7965 -0.4805 -0.4031
O: 1.9151 -0.4937 -0.8603
F: -2.6785 -1.5156 0.8077
F: -3.8104 0.3717 0.6282
F: -2.2743 -0.0684 -0.8752
H: 0.8317 -1.4809 1.4315
H: -0.7908 -0.7742 1.0488
H: 0.0900 0.2053 -0.8123

- energy relative to the best compared isomer or geometry (same formula, charge and spin) (kJ/mol) = 179.2
- LUMO level (eV) = 4.41
- net charge = -1


Entry 9:
Cl2H2O2P2 | ωB97M-V with the def2-TZVPD basis set

Element x y z (Å)
O: -0.0667 0.4752 -1.6568
P: 0.4445 0.8121 -0.2452
Cl: 2.3778 0.5749 0.0771
Cl: 0.0151 2.6655 0.3061
O: -0.2360 0.0014 0.9347
P: -0.9317 -1.5071 0.9163
H: 0.0155 -1.8596 -0.1197
H: -1.6186 -1.1625 -0.2126

- SMILES string = O=P(Cl)(Cl)OP
- energy relative to the best compared isomer or geometry (same formula, charge and spin) (kJ/mol) = 38.0
- LUMO level (eV) = 0.20


Entry 10:
C11H21AuCl3N3O6PTe | ωB97M-V with the def2-TZVPD basis set

Element x y z (Å)
Au: 0.7345 -0.5481 -1.3510
Cl: 1.2134 -2.9839 -1.4864
C: 2.8506 -2.8370 -0.6591
Cl: 2.5743 -2.8308 1.0842
Cl: 3.7808 -4.2135 -1.1504
C: 3.5521 -1.4745 -1.0343
O: 4.7441 -1.4816 -1.1400
O: 2.7821 -0.4307 -1.1118
N: 0.0685 -0.2531 1.1742
C: -0.0975 -0.5042 2.2921
N: -0.3055 -0.7763 3.5648
C: -0.1725 0.3038 4.5604
C: 1.2130 0.2522 5.1803
O: 1.4680 -1.0313 5.7183
C: 1.4450 -2.0327 4.7193
C: 0.0725 -2.1091 4.0742
H: -0.9337 0.1398 5.3240
H: -0.3609 1.2605 4.0764
H: 1.2916 0.9627 6.0010
H: 1.9709 0.5009 4.4250
H: 1.6929 -2.9744 5.2056
H: 2.2075 -1.8176 3.9571
H: -0.6747 -2.4012 4.8128
H: 0.0499 -2.8231 3.2526
N: 0.8109 1.6202 -1.4890
H: 1.6861 1.8782 -1.9345
H: 0.8247 1.9567 -0.5314
H: 0.0243 2.0319 -1.9758
C: -0.7866 1.6845 -5.4988
C: -0.4292 0.4023 -4.7902
O: -1.6207 -0.2446 -4.2499
P: -2.1822 -0.1145 -2.8008
O: -1.3160 -0.7898 -1.7402
Te: -4.2438 -1.2489 -2.6353
O: -2.2061 1.4553 -2.5630
C: -3.0502 2.1006 -1.5579
C: -2.3999 2.1023 -0.1959
H: 0.1112 2.1036 -5.9556
H: -1.2056 2.4199 -4.8138
H: -1.5111 1.4915 -6.2890
H: 0.2908 0.5576 -3.9828
H: -0.0095 -0.3312 -5.4733
H: -4.0070 1.5810 -1.5397
H: -3.2084 3.1050 -1.9418
H: -2.1551 1.0910 0.1309
H: -3.0897 2.5400 0.5261
H: -1.4938 2.7106 -0.1878

- energy relative to the best compared isomer or geometry (same formula, charge and spin) (kJ/mol) = 140.2
- LUMO level (spin up / spin down) (eV) = -6.71 / -6.71
- net charge = +1


Entry 11:
C10H10CoF6N8O5S3 | ωB97M-V with the def2-TZVPD basis set

Element x y z (Å)
Co: 0.0340 -0.5643 0.8082
N: 1.7121 -0.9969 2.1353
N: 1.7937 0.0318 3.1176
C: 0.6092 0.5846 3.5054
N: 0.7392 1.7307 4.2271
S: -0.8601 -0.1185 3.1730
H: 1.5933 -1.8875 2.6084
H: 2.5978 -1.0100 1.6421
H: 2.5274 0.7007 2.9187
H: 1.5236 2.3254 3.9934
H: -0.1340 2.2139 4.3596
F: 4.1752 0.5343 -0.5646
C: 3.4678 0.7607 -1.6812
F: 3.6722 -0.2648 -2.5109
F: 3.9294 1.8602 -2.2605
S: 1.6407 0.8784 -1.3007
O: 1.2154 -0.4958 -1.3371
O: 1.1284 1.8051 -2.2616
N: 1.5590 1.3193 0.2266
S: 1.9765 2.7768 0.6942
O: 2.7393 3.5275 -0.2556
O: 2.4581 2.7021 2.0539
C: 0.3589 3.6673 0.8548
F: -0.0910 4.0327 -0.3388
F: -0.5495 2.9151 1.4588
F: 0.5510 4.7733 1.5932
O: -1.4174 0.5606 -0.4099
N: -2.0176 -0.2400 -1.2471
C: -1.6714 -0.2301 -2.5488
C: -2.2515 -1.1157 -3.4328
C: -3.1968 -2.0232 -2.9864
C: -3.5585 -1.9937 -1.6487
C: -2.9578 -1.0967 -0.7966
H: -0.9065 0.4898 -2.7958
H: -1.9285 -1.0988 -4.4640
H: -3.6191 -2.7658 -3.6474
H: -4.2691 -2.7014 -1.2476
H: -3.1351 -1.0311 0.2652
N: -2.9442 -5.1808 -2.0210
C: -2.4729 -4.8494 -1.0110
N: -1.9871 -4.5672 0.1814
C: -1.3269 -3.4556 0.3493
N: -0.7071 -2.5031 0.6019

- energy relative to the best compared isomer or geometry (same formula, charge and spin) (kJ/mol) = 43.0
- 2S+1 = 3
- LUMO level (spin up / spin down) (eV) = 2.58 / 2.58
- net charge = -1
- expectation value of S² = 2.01


Entry 12:
C3H5NO2 | ωB97M-V with the def2-TZVPD basis set

Element x y z (Å)
O: 2.5861 -0.1306 -0.2972
C: 1.4003 0.0237 -0.1731
N: 0.5853 -0.6138 0.7450
C: -0.7547 -0.5034 0.2232
C: -0.7224 0.9171 -0.2826
O: 0.6028 0.8570 -0.9380
H: 0.9316 -1.4990 1.0795
H: -0.8458 -1.0250 -0.7412
H: -1.5297 -0.8593 0.8985
H: -0.6364 1.7665 0.3944
H: -1.6171 1.0668 -0.9084

- SMILES string = O=C1NCCO1
- energy relative to the best compared isomer or geometry (same formula, charge and spin) (kJ/mol) = 61.3
- LUMO level (eV) = 0.79